# 1
C23H81FN32O19P as an isolated structure, computed with the ωB97M-V functional and the def2-TZVPD basis.

Structure (XYZ):
```
157
Properties=species:S:1:pos:R:3
N -2.419 3.276 5.529
H -4.382 -6.932 -8.225
H -3.230 -6.635 6.701
C 4.392 4.243 -1.653
C 5.425 -1.007 1.254
H -2.116 1.276 -0.315
H 5.546 2.338 0.730
H 1.070 1.122 -9.058
N 2.581 -3.568 5.693
N -9.550 10.252 4.239
C -3.589 -1.271 -7.843
H 5.772 -6.442 -1.956
N 0.865 0.936 0.812
O 0.395 -4.046 5.373
H 3.425 -3.655 6.226
H 0.260 -1.715 3.674
P 5.497 0.908 0.830
H 6.036 -0.630 3.248
H 1.775 -6.410 -2.488
C -5.084 -5.106 -7.465
N 4.845 -6.510 -1.582
H -5.615 9.970 0.174
H -3.610 -0.584 3.707
C 4.812 -9.976 -0.350
H 5.159 -12.027 -0.093
H -8.849 10.061 3.532
H -4.197 -3.396 -8.124
H 5.421 -3.112 -3.496
N 2.567 -6.507 -1.882
N -6.417 10.008 0.774
N -2.939 -7.463 7.184
H 2.354 4.683 -1.256
N -1.386 1.093 0.346
H 2.893 3.202 -0.463
H 3.622 -0.609 -1.128
H 4.664 4.941 -0.860
H 7.352 -1.034 2.178
C -1.873 -7.347 8.033
N 3.730 -10.209 -1.156
C -2.726 0.075 7.891
O 3.963 -6.197 -3.649
H 6.138 4.351 -4.268
H -1.614 -1.303 -7.350
H 7.114 4.689 -5.658
O -5.885 -4.574 -6.713
C -10.576 11.089 3.924
H 1.014 1.472 -7.364
N -0.691 -1.896 3.938
H 6.569 6.532 -7.035
H -3.525 -4.832 -8.827
H 4.365 -4.250 -4.271
O 4.555 6.226 -4.591
O 0.148 1.475 -1.283
H -3.726 1.174 6.422
H -3.429 -8.322 7.026
H -9.462 9.818 5.138
N -2.913 -1.253 3.974
C -1.612 -0.979 3.604
H 5.201 7.508 -6.627
H -2.998 -0.315 5.902
H -6.991 10.830 0.781
C -2.693 5.463 0.591
N -2.546 -1.406 -6.982
H 2.593 -3.021 4.852
C -0.089 1.176 -0.118
H 3.251 -9.407 -1.526
H -3.297 3.505 3.160
H -4.989 -1.623 -6.321
N 5.796 6.727 -6.429
H -1.823 3.840 4.955
N -5.986 7.882 1.551
H 2.576 -3.455 -5.549
N -2.502 4.441 -0.275
H 6.245 -10.950 0.715
O -10.690 11.627 2.836
H -1.937 6.144 2.364
H -3.539 1.860 8.641
N -4.186 -4.400 -8.210
N -3.868 2.941 3.763
O -3.549 6.327 0.451
H -3.186 -2.080 4.472
H 2.307 -1.750 -5.685
H 4.372 2.311 -3.210
H -1.808 3.733 -0.094
H -1.966 -9.380 8.541
N 6.331 4.918 -5.077
N 0.305 -1.284 -8.861
H -2.165 3.109 6.484
H -11.429 10.870 5.834
C 1.410 -4.170 6.046
N 1.448 -4.918 7.188
C -3.570 2.695 5.074
N -5.029 -6.471 -7.616
H -5.625 -1.334 -7.901
O 4.255 -1.069 -4.285
H 4.425 4.827 -2.575
O 5.182 -8.849 -0.080
H -4.701 2.521 3.398
H 2.279 -5.021 7.738
H 6.864 0.933 1.312
H 2.421 -6.648 -0.900
H -5.676 -7.018 -7.081
C 2.969 3.788 -1.371
O 5.385 3.237 -1.623
H 5.016 1.112 2.203
H 2.563 3.250 -2.222
N -11.496 11.297 4.931
O 0.235 -0.772 -6.649
O -3.436 -1.047 -9.038
O -1.296 -6.290 8.206
H -12.264 11.908 4.732
N -1.502 -8.502 8.673
F 4.126 -1.370 1.721
H 0.636 0.701 1.760
H 2.943 0.938 -1.671
N -4.834 -1.422 -7.291
C 5.086 0.799 -1.807
H -0.889 -2.745 4.441
C 6.327 -1.290 2.430
C 3.763 0.479 -1.117
H 5.339 0.005 -2.503
H 6.238 -2.325 2.763
H -2.690 0.862 9.771
H -6.231 7.109 2.140
H 4.728 -6.685 -0.603
H -3.087 4.374 -1.086
H -1.628 0.896 1.305
C 5.195 2.147 -2.514
N -1.842 5.427 1.669
N -3.022 1.025 8.841
O -4.277 1.999 5.789
O 6.064 0.657 -0.789
C -6.785 8.979 1.595
H -1.128 4.729 1.773
H 6.111 2.094 -3.115
H -0.002 -2.218 -8.665
H 0.606 -5.382 7.483
C 0.462 -0.430 -7.801
H -5.172 7.801 0.965
H 3.408 -11.126 -1.396
O 3.837 0.850 0.231
N 2.847 -2.517 -5.327
N 5.448 -11.093 0.124
C 3.934 -2.216 -4.545
N -3.200 0.346 6.640
C 3.813 -6.391 -2.445
C 5.496 5.974 -5.316
O -7.774 9.052 2.317
H 0.477 -1.018 -9.811
N 4.624 -3.297 -4.075
O -1.365 0.066 3.011
H 5.666 -1.652 0.407
H -0.724 -8.448 9.302
N 0.884 0.824 -8.121
O -2.091 -0.930 8.155
H -2.657 -1.599 -6.005
H 1.836 1.013 0.537
```

Output
Lowest unoccupied orbital energy, hartree: 0.058
Maximum force, hartree/bohr: 0.125
Charge: -1
Electronic energy, Ha: -4548.5629
HOMO-LUMO gap, eV: 5.292

# 2
C48H35F5IMnN6O4S3Se as an isolated structure, computed with the ωB97M-V functional and the def2-TZVPD basis.

Structure (XYZ):
```
104
Properties=species:S:1:pos:R:3
H -0.504 3.131 6.903
C 5.659 0.367 0.344
C -1.940 0.279 -5.532
C -0.471 0.853 3.824
O 4.493 -1.218 -2.336
C 4.338 0.777 0.360
C -0.371 -4.041 3.945
H -1.922 -5.034 5.035
C -0.495 2.487 6.033
H 1.410 4.227 -4.267
Mn 0.538 -0.290 -1.973
H -0.325 -4.994 0.135
C -2.358 -4.900 0.822
O 5.900 2.051 -5.044
C -4.358 0.634 1.019
H 5.372 -2.507 2.116
C -2.501 -3.046 4.475
C 0.809 3.064 1.375
C -3.015 -1.415 -6.913
H 4.028 1.676 -0.161
C 2.487 2.304 2.950
N 1.892 1.095 -3.200
C 3.355 -0.744 -2.439
N 1.001 -0.521 1.952
C -1.069 -2.988 0.154
O 6.108 0.152 -3.903
N 1.147 0.755 -0.410
C -1.167 -4.354 0.361
F -4.030 -2.270 -7.110
H -4.220 -2.075 1.052
F -2.036 -2.096 -8.953
H -2.440 -5.968 0.971
C 0.443 0.624 4.845
C 3.403 0.001 1.029
H -0.156 -2.552 -0.228
F 0.121 1.137 -6.332
H 1.371 5.393 3.761
H 0.278 2.997 -4.868
C 5.080 -1.582 1.638
N -1.549 0.235 1.531
H -2.099 3.526 5.063
H 0.982 -2.792 2.814
C -2.171 -2.186 0.415
N 3.249 2.337 -4.369
C -0.867 -1.816 3.250
F 0.040 -0.380 -8.528
C 3.991 1.257 -3.973
C 5.423 1.179 -4.351
H 3.627 3.066 -4.955
Se -1.885 1.296 -3.939
C -5.655 1.071 0.809
C -3.367 -2.717 0.874
C 3.125 0.485 -3.247
H -6.247 1.423 1.644
C -0.952 -0.464 -7.631
H 2.968 3.673 4.525
C 2.362 3.495 3.646
C 6.028 -0.808 0.985
H -3.916 0.637 2.005
I -0.180 -2.142 -3.584
C -6.191 1.064 -0.474
H -3.479 -3.114 4.933
H 5.544 -0.444 -3.307
C 1.995 2.218 -3.886
O 2.322 -1.196 -1.854
C -2.001 -1.336 -7.850
C 1.464 4.463 3.214
C -5.436 0.632 -1.555
H -5.840 0.656 -2.558
C -2.127 -1.883 3.829
C 0.954 3.259 -4.056
H 7.060 -1.130 0.960
H 0.229 2.862 0.482
H 1.127 1.279 6.761
H 0.000 5.012 1.741
H 3.185 1.541 3.275
C 0.690 4.252 2.080
H -4.383 -4.522 1.419
H -7.206 1.407 -0.631
F -3.983 -0.751 -4.905
S 1.717 0.570 0.905
C -1.623 -4.123 4.535
C -3.623 0.192 -0.074
H 6.397 0.952 -0.188
C -1.392 2.710 4.999
C 0.018 -2.879 3.294
C -3.454 -4.086 1.077
C -0.934 0.318 -6.491
H -2.801 -1.037 3.767
S -1.972 -0.439 0.060
H -3.512 -0.113 -2.199
C 1.705 2.107 1.823
C 3.752 -1.181 1.663
H 1.156 -0.188 4.758
N -1.191 -0.181 -1.133
H -2.061 2.054 3.052
H 2.994 -1.777 2.145
C -4.139 0.183 -1.362
C -1.386 1.890 3.881
S -0.436 -0.284 2.455
H 0.348 3.315 -3.156
C 0.426 1.447 5.955
C -2.977 -0.619 -5.785
H 0.306 -4.883 3.984
```

Output
Relative energy (zero: lowest compared OMol25 entry of this formula, charge and spin), eV: 1.306
Multiplicity: 5
Lowest unoccupied orbital energy (spin up / spin down), hartree: -0.042 / -0.038
Maximum force, hartree/bohr: 0.015
⟨S²⟩: 6.16
Electronic energy, Ha: -8023.4952
HOMO-LUMO gap (spin up / spin down), eV: 4.639 / 4.763

# 3
C6H12 as an isolated structure, computed with the ωB97M-V functional and the def2-TZVPD basis.

Structure (XYZ):
```
18
Properties=species:S:1:pos:R:3
H -2.515 0.148 1.236
H 3.015 -1.387 0.059
C -0.416 0.290 -0.983
C 0.130 -1.009 -0.526
C 0.476 1.099 -0.121
H -3.652 1.260 0.497
H 1.793 0.040 -1.588
H 0.679 2.129 -0.424
C 1.408 -0.089 -0.576
H -3.784 -0.465 0.200
H -2.456 0.484 -0.580
C -3.094 0.351 0.347
H 3.298 0.337 0.381
H 0.386 1.013 0.970
H 0.002 -1.299 0.526
C 2.539 -0.453 0.376
H 0.023 -1.869 -1.191
H 2.169 -0.583 1.398
```

Output
Relative energy (zero: lowest compared OMol25 entry of this formula, charge and spin), eV: 4.717
Lowest unoccupied orbital energy, hartree: 0.029
Maximum force, hartree/bohr: 0.025
Electronic energy, Ha: -235.6449
HOMO-LUMO gap, eV: 8.819

# 4
One molecule with the formula C5H8O, computed with the ωB97M-V functional and the def2-TZVPD basis.

Structure (XYZ):
```
14
Properties=species:S:1:pos:R:3
H 0.178 -1.454 1.368
H -0.485 0.673 -1.380
C 0.089 1.893 0.346
H -0.730 -1.309 -1.547
H 0.066 1.509 1.376
C 1.001 -0.333 -0.171
H -0.880 2.376 0.177
C 0.225 0.709 -0.562
H 0.892 2.612 0.248
H 1.930 -0.096 0.340
H 0.618 -2.592 0.080
O -2.137 -1.091 -0.076
C -1.024 -1.319 -0.473
C 0.257 -1.579 0.273
```

Output
Relative energy (zero: lowest compared OMol25 entry of this formula, charge and spin), eV: 3.230
Lowest unoccupied orbital energy, hartree: 0.018
Maximum force, hartree/bohr: 0.018
SMILES: C/C=C/CC=O
Electronic energy, Ha: -270.4392
HOMO-LUMO gap, eV: 9.127

# 5
C23H30GeNaO3S3 as an isolated structure, computed with the ωB97M-V functional and the def2-TZVPD basis.

Structure (XYZ):
```
61
Properties=species:S:1:pos:R:3
O 3.019 1.563 2.690
H 1.600 -1.532 -4.797
H 3.517 -2.191 -3.338
H -1.387 0.382 2.685
H -1.264 -2.428 -2.604
H 2.560 -0.616 1.382
H 1.924 0.270 -1.265
H -2.128 0.333 -1.550
H -1.657 5.253 2.979
C 1.578 -0.921 1.723
H -1.317 4.804 5.393
C -0.521 3.551 2.343
C 2.515 -2.576 -3.118
S -0.164 5.002 -1.573
C -3.230 -2.212 -1.761
C -0.911 -1.705 2.661
H 2.096 -3.184 -5.162
H 2.592 -1.927 -1.087
H -2.301 -1.322 -3.477
H -2.128 -3.609 -0.522
H -0.236 -0.134 -4.295
Ge 0.036 0.336 -2.846
H -3.963 -1.412 -1.621
H 0.974 -2.224 -1.657
C -0.822 3.535 -2.086
C -0.130 3.044 5.039
H 1.027 1.356 4.393
H 0.033 2.845 6.091
H -0.678 3.774 1.293
C 0.861 1.523 1.692
C -1.379 -0.435 -1.741
C 0.615 0.047 1.989
C 2.422 1.823 1.649
H 2.057 -3.009 1.698
H -3.784 -3.321 0.027
C -2.007 -1.632 -2.470
H 2.646 -3.615 -2.803
C -0.632 -0.361 2.457
H 2.562 0.091 -2.884
O 2.864 2.289 0.562
C 1.786 -0.274 -2.204
S 0.350 2.565 -3.089
H 0.649 -2.883 -4.192
C 1.935 -1.784 -1.949
C 0.422 2.201 4.090
H -2.535 -2.105 0.293
H -3.699 -2.957 -2.412
H -0.165 -3.716 2.540
C -2.904 -2.847 -0.414
H -1.884 -2.003 3.034
C -0.885 4.147 4.649
C 0.053 -2.665 2.385
O 0.296 1.802 0.390
H -0.931 -0.725 -0.786
H -0.667 1.729 0.438
C 1.296 -2.268 1.913
C 0.227 2.443 2.730
Na 1.565 3.063 -0.617
C -1.077 4.397 3.301
S -2.362 2.965 -1.802
C 1.669 -2.541 -4.389
```

Output
Relative energy (zero: lowest compared OMol25 entry of this formula, charge and spin), eV: 0.502
Lowest unoccupied orbital energy, hartree: 0.084
Maximum force, hartree/bohr: 0.053
Charge: -1
Electronic energy, Ha: -4554.1007
HOMO-LUMO gap, eV: 7.069

# 6
C2H2NO2S2 as an isolated structure, computed with the ωB97M-V functional and the def2-TZVPD basis.

Structure (XYZ):
```
9
Properties=species:S:1:pos:R:3
N 0.610 -0.325 -0.270
C -1.526 1.228 0.093
H 2.150 -1.460 0.361
H 2.503 0.436 -0.397
S -2.175 -0.941 -0.340
C 1.884 -0.440 -0.135
S -0.363 -1.488 0.372
O -1.521 1.725 -0.937
O -1.561 1.264 1.253
```

Output
Relative energy (zero: lowest compared OMol25 entry of this formula, charge and spin), eV: 1.711
Lowest unoccupied orbital energy, hartree: 0.134
Maximum force, hartree/bohr: 0.084
Charge: -1
Electronic energy, Ha: -1079.0559
HOMO-LUMO gap, eV: 6.558

# 7
A 17-piece molecular cluster, C34H51N17 overall, computed with the ωB97M-V functional and the def2-TZVPD basis.

Structure (XYZ):
```
102
Properties=species:S:1:pos:R:3
H 2.444 6.503 -0.063
C -3.057 0.716 3.561
C 1.081 -2.305 -3.769
C -3.580 4.884 -0.374
C -1.886 -3.127 0.592
H 4.003 0.793 1.785
C -0.134 -2.543 -2.979
H -0.295 3.558 4.355
H -3.085 -0.561 -3.651
H -0.928 -5.377 -2.701
H 8.418 -2.888 2.037
C -7.306 2.187 1.600
N 2.770 2.707 -0.393
C -3.526 -1.581 -5.452
N -1.192 -6.427 0.210
H 1.111 -1.278 -4.076
H 0.456 -6.343 2.423
N -1.189 1.640 -3.416
H 7.027 -3.024 3.020
H 0.698 3.598 -1.986
H -5.593 3.325 1.637
C 6.668 -2.163 1.060
C -0.383 3.759 3.309
C 1.073 -5.433 2.366
H 4.002 6.460 0.738
H -3.319 5.219 0.621
H 1.107 -2.904 -4.689
C -0.484 0.853 -0.338
C 7.483 -2.364 2.277
C -6.157 -1.046 -1.474
H -4.674 4.884 -0.497
C 3.169 0.606 1.091
H -3.711 1.582 3.706
C 1.422 -4.947 1.011
H 3.075 4.982 0.610
H 0.742 4.080 -3.771
H 6.286 0.655 -1.585
H -4.502 0.169 -4.584
H -3.271 3.836 -0.572
H -2.917 0.428 -5.118
H 1.866 -5.448 3.095
H -4.584 -1.056 -0.312
N -3.573 -2.588 -5.944
N 1.964 6.712 3.093
C -0.774 -6.217 -0.819
H 2.701 -2.411 4.162
C -1.812 0.974 4.277
C 3.101 -2.021 3.217
H 0.151 2.982 2.785
H -1.875 -2.642 -0.382
C -3.035 5.804 -1.397
N -1.107 -2.738 -2.391
H -2.895 -2.861 0.965
H 7.675 -1.422 2.752
C 4.360 -1.302 3.392
C -0.903 -2.429 1.464
C 6.210 0.009 -2.463
N 3.728 -0.389 -3.103
N -2.572 6.464 -2.204
H 1.976 -2.529 -3.215
C 0.114 3.829 -2.913
H 2.321 0.489 1.742
C 0.438 0.016 -1.086
H 6.661 -0.940 -2.210
N 1.639 -4.663 -0.088
C -5.873 2.343 1.327
H 1.101 0.573 -1.749
C 4.830 -0.176 -2.803
H -0.493 4.762 -2.803
H -0.138 -0.632 -1.718
N -0.115 -2.026 2.194
C -3.520 -0.341 -4.638
H 3.539 -0.182 0.450
H -1.720 -4.217 0.503
H -4.203 -1.890 -1.795
H -2.817 0.579 2.515
N -1.229 1.476 0.276
H 0.992 -0.616 -0.382
H 0.386 -4.649 2.698
H 3.188 -2.848 2.515
H 0.666 -5.484 -1.992
C -0.676 2.656 -3.215
N 5.328 -0.744 3.632
H -0.039 4.774 3.095
C -0.252 -6.020 -2.166
N -8.404 2.002 1.870
N -0.857 1.176 4.907
H -3.533 -0.178 3.946
H 6.676 0.530 -3.288
N -2.892 3.940 2.712
H -5.296 1.625 1.897
H 2.332 -1.336 2.835
C 2.976 6.062 0.775
H -0.111 -6.957 -2.674
N 6.017 -2.081 0.139
H -5.302 -2.756 -0.652
H -5.646 2.196 0.290
C 2.391 6.425 2.051
N -7.091 -0.463 -1.837
C -1.809 3.764 2.984
C -4.989 -1.777 -1.050
C 2.961 1.748 0.211
```

Output
Relative energy (zero: lowest compared OMol25 entry of this formula, charge and spin), eV: 0.604
Lowest unoccupied orbital energy, hartree: 0.004
Maximum force, hartree/bohr: 0.085
Electronic energy, Ha: -2256.8429
HOMO-LUMO gap, eV: 11.649

# 8
C2H2F2O3S as an isolated structure, computed with the ωB97M-V functional and the def2-TZVPD basis.

Structure (XYZ):
```
10
Properties=species:S:1:pos:R:3
O -2.011 0.770 -0.555
O -1.876 -1.093 0.965
H 0.453 -0.318 1.609
F 0.999 1.624 1.087
S -1.258 -0.156 0.138
O -0.261 -1.051 -0.924
C 0.868 -0.216 -0.667
H 1.776 -0.673 -0.840
C 0.368 0.272 0.701
F 0.943 0.842 -1.513
```

Output
Relative energy (zero: lowest compared OMol25 entry of this formula, charge and spin), eV: 0.634
Lowest unoccupied orbital energy, hartree: 0.005
Maximum force, hartree/bohr: 0.092
Electronic energy, Ha: -900.9593
HOMO-LUMO gap, eV: 12.552

# 9
C4H14N2O2 as an isolated structure, computed with the ωB97M-V functional and the def2-TZVPD basis.

Structure (XYZ):
```
22
Properties=species:S:1:pos:R:3
H 1.308 1.871 -2.272
O -0.309 -1.289 1.581
H -0.363 0.526 1.814
H 1.761 1.707 -0.562
H -0.208 1.710 -1.042
H 0.509 -1.808 1.494
N -0.409 1.549 1.801
C -0.884 2.168 0.733
C -1.063 -1.612 0.414
C 1.067 2.186 -1.251
H 1.230 3.260 -1.196
H 1.718 -2.673 -1.032
N 0.928 -2.730 -0.401
H -1.627 -2.537 0.591
H 0.345 -0.822 -0.997
H 0.585 -3.684 -0.412
H -1.765 -0.797 0.234
H 0.100 2.059 2.502
H -0.704 -2.087 -1.661
H -0.723 3.248 0.699
O -1.369 1.536 -0.259
C -0.126 -1.782 -0.779
```

Output
Relative energy (zero: lowest compared OMol25 entry of this formula, charge and spin), eV: 2.004
Lowest unoccupied orbital energy, hartree: 0.032
Maximum force, hartree/bohr: 0.099
Electronic energy, Ha: -420.7315
HOMO-LUMO gap, eV: 9.565